(1)
Here is 7 unconnected molecules or ions with the total composition C22H45Br3F6N5O7S2 from the OMol25 dataset. Energies are from wB97M-V/def2-TZVPD.

Geometry as ORCA input:
```
! RIJCOSX wB97M-V def2-TZVPD def2/J DEFGRID3
* xyz -1 1
C -0.68359 1.82697 0.94410
C -0.49632 0.53503 1.72586
N -1.22318 -0.63301 1.11969
C -0.88330 -1.91576 1.83016
C -2.70626 -0.46931 1.30035
C -3.18783 -0.03164 2.67143
C -0.95372 -0.78175 -0.36187
C 0.49158 -0.83015 -0.83978
O 1.36512 -1.48551 0.06971
C 2.73745 -1.19940 -0.11249
H -0.04851 1.81772 0.06099
H -0.42176 2.72027 1.50970
H -1.72937 1.95806 0.66453
H -0.85597 0.60191 2.74872
H 0.56012 0.27193 1.78320
H -1.52703 -2.69000 1.42890
H -1.03941 -1.79719 2.89983
H 0.17125 -2.09742 1.66044
H -3.26142 -1.37072 1.04248
H -3.01595 0.29893 0.58840
H -2.81222 -0.67497 3.48146
H -4.24808 -0.17155 2.85330
H -2.86601 0.98443 2.87778
H -1.26311 0.20232 -0.71549
H -1.61269 -1.54212 -0.76637
H 0.86808 0.18240 -1.00315
H 0.50253 -1.34277 -1.80567
H 3.05758 -0.32512 0.45967
H 2.95425 -1.00203 -1.16800
H 3.27108 -2.07252 0.25466
C -6.83074 3.73474 1.55663
F -7.25221 4.90671 1.99514
F -7.59842 2.78701 2.13830
F -7.04347 3.62832 0.24298
S -5.05004 3.42947 2.00470
O -5.04623 3.47537 3.44188
O -4.83082 2.12965 1.42783
N -4.29084 4.67424 1.26273
S -3.89523 5.75606 2.37351
O -5.00823 6.27486 3.12736
O -2.71394 5.43176 3.13642
C -3.37619 7.19315 1.29058
F -3.32804 8.28108 2.05309
F -2.16182 6.99177 0.77106
F -4.22080 7.37830 0.27725
Br -1.38956 2.13927 -2.86282
C 7.27587 2.10800 -0.23008
O 6.46868 2.79311 0.35529
N 7.00154 1.23772 -1.22948
C 8.03832 0.35444 -1.72122
C 5.68511 1.19064 -1.84113
H 8.34779 2.16407 0.02415
H 7.66073 -0.66469 -1.61566
H 8.91205 0.40266 -1.07287
H 8.39607 0.54418 -2.73433
H 5.70106 1.43660 -2.90289
H 5.25774 0.19758 -1.68341
H 5.10171 1.95313 -1.32628
C -6.47862 -0.96836 1.43505
O -5.89414 -1.88233 1.98719
N -6.59157 -0.80883 0.08808
C -7.41577 0.25400 -0.44140
C -5.92510 -1.66623 -0.87024
H -6.89429 -0.07322 1.92774
H -8.26195 -0.15589 -1.00230
H -6.82915 0.94803 -1.04423
H -7.88388 0.84350 0.34711
H -5.45243 -2.48237 -0.31961
H -6.68049 -2.20065 -1.45372
H -5.20686 -1.07603 -1.43441
C 2.72483 -3.76326 -2.75112
C 2.94261 -5.02655 -3.59817
C 1.74718 -5.31232 -4.53898
C 1.64331 -6.73645 -4.84841
N 1.59763 -7.86505 -5.06465
H 2.95027 -4.01049 -1.70621
H 1.73442 -3.32497 -2.62834
H 3.44383 -3.00243 -3.05026
H 3.13485 -5.90127 -2.98348
H 3.81507 -4.85602 -4.22597
H 1.87906 -4.81833 -5.50986
H 0.80847 -4.86128 -4.21878
Br 9.59051 -2.00868 0.42042
C 8.19718 -1.27280 1.58039
C 6.85151 -1.74079 1.07636
Br 5.38147 -0.90846 2.06383
H 8.24251 -0.18940 1.52588
H 8.42505 -1.66503 2.56254
H 6.77312 -2.82073 1.19044
H 6.67797 -1.54352 0.02392
*
```

Its energy relative to the best compared isomer or geometry (same formula, charge and spin) is 0.0 kJ/mol. Its LUMO energy is 1.24 eV. For the strongest force on any atom, the calculation gives 2.1 eV/Å. The value obtained for the HOMO-LUMO gap is 5.96 eV. The calculation puts the HOMO energy at -0.174 hartree.

Here are the Mulliken charges for atoms 1 to 6, given in e: -1.0192, -0.5102, 0.4140, -1.0188, -0.4283, -1.3458



(2)
Here is a molecular structure, C22H45Cr2NO31S2 from the OMol25 dataset. Energies are from wB97M-V/def2-TZVPD.

Geometry as ORCA input:
```
! RIJCOSX wB97M-V def2-TZVPD def2/J DEFGRID3
* xyz 0 9
Cr 0.02674 -0.36618 2.56868
Cr -1.37866 -0.10057 -2.48560
S -3.25482 -0.91898 -4.22256
O -4.59026 -0.38516 -4.31354
O -2.24109 0.16564 -4.27584
O -2.97918 -1.46983 -2.92867
O -2.95894 -1.93113 -5.19569
S -0.76927 -0.05453 0.06012
O -0.69920 0.96908 1.08375
O 0.12148 0.21497 -1.02551
O -0.37781 -1.22925 0.84173
O -2.04867 -0.09786 -0.63471
C 2.49187 2.46621 -0.10242
O 3.21628 2.37009 1.10071
C 2.90784 1.63172 2.19336
O 1.94554 0.83182 2.26812
O 3.84329 1.77810 3.19837
C 5.05197 2.57985 3.04472
H 1.41436 2.50010 0.05860
H 2.88781 1.73343 -0.80553
H 2.66469 3.41706 -0.60654
H 5.89088 2.04690 2.59719
H 5.36884 3.01272 3.99357
H 4.87867 3.40495 2.35386
C -4.02301 2.56691 -1.03964
O -3.37020 3.41634 -1.95472
C -2.21654 3.14353 -2.49174
O -1.56450 2.08153 -2.30284
O -1.72933 4.24519 -3.06886
C -0.37752 4.33833 -3.29328
H -5.03058 2.90949 -0.80397
H -3.41179 2.54931 -0.13731
H -4.28163 1.54832 -1.32893
H -0.16459 5.07060 -4.07209
H 0.13009 3.44354 -3.65354
H 0.06820 4.82540 -2.42599
C 4.14444 -1.38729 3.67284
O 3.70807 -2.61013 2.93607
C 2.58750 -2.64336 2.39096
O 1.66803 -1.83620 2.41760
O 2.56676 -3.83629 1.66375
C 1.36933 -4.20823 0.91558
H 4.91621 -1.62552 4.40477
H 3.36136 -0.86210 4.21970
H 4.50559 -0.62590 2.98150
H 0.92719 -3.34412 0.41967
H 0.63795 -4.67800 1.57323
H 1.68385 -4.96440 0.19629
C -1.18496 3.42968 6.53099
O -0.96051 2.25591 5.77758
C -0.57266 2.25097 4.46422
O -0.33113 1.22727 3.90255
O -0.38697 3.50535 3.96642
C 0.14846 3.74511 2.60101
H -1.78843 3.06825 7.36363
H -1.66866 4.25758 6.01262
H -0.19444 3.69165 6.90296
H 1.10836 3.23050 2.55787
H 0.29356 4.81201 2.43135
H -0.39724 3.19103 1.83727
C 2.01508 -2.10849 -1.68173
O 1.55197 -3.09520 -2.60401
C 0.48416 -2.76802 -3.33455
O -0.18128 -1.75018 -3.17950
O 0.26132 -3.74788 -4.19001
C -0.80328 -3.72351 -5.15706
H 1.19825 -1.90385 -0.98964
H 2.25334 -1.17803 -2.19707
H 2.94411 -2.45127 -1.22619
H -0.65327 -4.49926 -5.90794
H -0.87846 -2.75663 -5.65463
H -1.76890 -4.02070 -4.74797
C 3.86206 1.78145 -3.85659
O 2.46345 1.89241 -3.57776
C 1.56069 1.01760 -4.05925
O 0.40909 0.87950 -3.65715
O 1.97442 0.29432 -5.13273
C 1.13537 -0.50630 -5.96218
H 4.26031 2.72281 -4.23520
H 4.05063 0.93172 -4.51272
H 4.39504 1.59520 -2.92421
H 0.16805 -0.72375 -5.50930
H 1.58453 -1.48604 -6.12483
H 0.94149 -0.03450 -6.92546
C -2.33624 -1.75888 6.12596
O -3.32302 -1.59827 5.19808
C -2.94951 -1.28820 3.90356
O -1.83543 -1.02165 3.50072
O -4.09704 -1.10585 3.17744
C -4.15427 -0.98898 1.72214
H -1.63904 -0.92382 6.19435
H -1.77778 -2.69471 6.14717
H -2.77254 -1.76709 7.12480
H -5.12911 -1.18891 1.27737
H -3.46107 -1.61825 1.16393
H -3.89100 0.04715 1.50943
C -2.93706 -3.49290 -0.82992
N -1.90998 -4.36674 -0.23291
O -1.13511 -4.89036 -1.04541
O -1.95046 -4.54696 0.98839
H -3.13178 -3.76235 -1.86798
H -2.48759 -2.50643 -0.71616
H -3.89306 -3.63967 -0.32729
*
```

Its LUMO energy (alpha / beta) is -0.40 / -0.42 eV. For the strongest force on any atom, the calculation gives 5.6 eV/Å. The value obtained for the HOMO-LUMO gap (alpha / beta) is 5.03 / 6.27 eV. The calculation puts the HOMO energy (alpha / beta) at -0.200 / -0.246 hartree.

Here are the Mulliken charges for atoms 1 to 6, given in e: 0.5714, 0.2090, 1.4306, -0.8156, -0.3298, -0.6018